ORCA calculation (ωB97M-V/def2-TZVPD) on a cluster of 13 separate species, C56H84N8O7 in total in a non-equilibrium geometry.

Bonds (Å) are listed after each position.
Atoms and positions in Å:
1 C -0.3849 2.9793 -2.0045  C2 1.530, C5 1.529, H6 1.092, H7 1.092
2 C -1.8345 2.4909 -1.9984  C1 1.530, C3 1.540, H8 1.088, H9 1.093
3 C -2.5853 3.7069 -1.4254  C2 1.540, O4 1.410, H10 1.095, H11 1.098
4 O -1.6663 4.3419 -0.5653  C3 1.410, C5 1.419
5 C -0.3952 4.2749 -1.1923  C1 1.529, O4 1.419, H12 1.091, H13 1.098
6 H -0.0519 3.2519 -3.0077  C1 1.092
7 H 0.2722 2.2051 -1.6032  C1 1.092
8 H -2.0139 1.5747 -1.4389  C2 1.088
9 H -2.1775 2.3131 -3.0211  C2 1.093
10 H -3.4363 3.4042 -0.8061  C3 1.095
11 H -3.0127 4.3639 -2.1946  C3 1.098
12 H 0.4284 4.3254 -0.4791  C5 1.091
13 H -0.3051 5.1271 -1.8791  C5 1.098
14 C -4.6849 -1.7845 -2.1503  C15 1.537, C18 1.518, H19 1.091, H20 1.088
15 C -5.7510 -2.0000 -3.2362  C14 1.537, C16 1.517, H21 1.087, H22 1.092
16 C -5.3493 -0.9959 -4.2999  C15 1.517, O17 1.442, H23 1.098, H24 1.090
17 O -4.3216 -0.1561 -3.7352  C16 1.442, C18 1.426
18 C -4.3801 -0.3068 -2.3184  C14 1.518, O17 1.426, H25 1.099, H26 1.088
19 H -3.8131 -2.4211 -2.3082  C14 1.091
20 H -5.0823 -2.0846 -1.1827  C14 1.088
21 H -6.7548 -1.9017 -2.8308  C15 1.087
22 H -5.6382 -2.9950 -3.6712  C15 1.092
23 H -6.1248 -0.2715 -4.5829  C16 1.098
24 H -4.9887 -1.4155 -5.2394  C16 1.090
25 H -5.2022 0.2863 -1.8943  C18 1.099
26 H -3.4344 0.0463 -1.9131  C18 1.088
27 C -2.2692 -2.6254 -5.6395  C28 1.511, C31 1.549, H32 1.092, H33 1.088
28 C -1.4810 -3.6018 -6.4820  C27 1.511, C29 1.515, H34 1.092, H35 1.093
29 C -0.4633 -4.1770 -5.5179  C28 1.515, O30 1.427, H36 1.091, H37 1.093
30 O -0.2682 -3.1581 -4.5380  C29 1.427, C31 1.428
31 C -1.1370 -2.0453 -4.7551  C27 1.549, O30 1.428, H38 1.095, H39 1.093
32 H -2.9159 -3.1608 -4.9410  C27 1.092
33 H -2.7866 -1.8459 -6.1941  C27 1.088
34 H -1.0320 -3.0737 -7.3257  C28 1.092
35 H -2.1164 -4.3961 -6.8828  C28 1.093
36 H 0.4631 -4.4295 -6.0366  C29 1.091
37 H -0.8401 -5.0679 -5.0102  C29 1.093
38 H -0.5126 -1.2516 -5.1794  C31 1.095
39 H -1.5033 -1.7236 -3.7771  C31 1.093
40 C 3.2035 3.3931 -2.5689  C41 1.530, C44 1.539, H45 1.094, H46 1.088
41 C 2.8131 3.1899 -4.0339  C40 1.530, C42 1.519, H47 1.095, H48 1.095
42 C 2.2358 1.7853 -4.0038  C41 1.519, O43 1.427, H49 1.093, H50 1.091
43 O 3.0923 1.0612 -3.1216  C42 1.427, C44 1.433
44 C 3.5971 1.9701 -2.1361  C40 1.539, O43 1.433, H51 1.091, H52 1.094
45 H 2.2680 3.7035 -2.0938  C40 1.094
46 H 3.9180 4.1892 -2.3706  C40 1.088
47 H 3.6610 3.3071 -4.7174  C41 1.095
48 H 2.1295 3.9330 -4.4573  C41 1.095
49 H 2.3000 1.3527 -5.0055  C42 1.093
50 H 1.1845 1.7228 -3.7174  C42 1.091
51 H 4.6778 1.8581 -2.0420  C44 1.091
52 H 3.1528 1.7976 -1.1520  C44 1.094
53 C -5.7207 -1.7941 2.6232  C54 1.542, C57 1.510, H58 1.091, H59 1.092
54 C -5.1013 -2.6313 1.4855  C53 1.542, C55 1.535, H60 1.089, H61 1.086
55 C -4.1632 -3.5687 2.2576  C54 1.535, O56 1.419, H62 1.096, H63 1.092
56 O -4.1974 -3.1960 3.6262  C55 1.419, C57 1.415
57 C -4.7156 -1.8844 3.7467  C53 1.510, O56 1.415, H64 1.095, H65 1.094
58 H -6.6918 -2.2260 2.8697  C53 1.091
59 H -5.9372 -0.7694 2.3129  C53 1.092
60 H -4.5228 -1.9399 0.8740  C54 1.089
61 H -5.9211 -3.1020 0.9508  C54 1.086
62 H -3.1177 -3.4892 1.9375  C55 1.096
63 H -4.4506 -4.6138 2.1216  C55 1.092
64 H -3.9289 -1.1233 3.7515  C57 1.095
65 H -5.2869 -1.7371 4.6684  C57 1.094
66 C 6.6144 -0.0075 1.3341  C67 1.510, H71 1.091, H72 1.092, H73 1.084
67 C 5.4665 -0.3438 0.4127  C66 1.510, O68 1.219, N69 1.351
68 O 4.3356 0.0362 0.6626  C67 1.219
69 N 5.7662 -1.1245 -0.6490  C67 1.351, C70 1.459, H74 1.004
70 C 4.7765 -1.5302 -1.6409  N69 1.459, H75 1.082, H76 1.093, H77 1.093
71 H 7.4875 -0.5799 1.0187  C66 1.091
72 H 6.3044 -0.4441 2.2861  C66 1.092
73 H 6.7902 1.0549 1.4592  C66 1.084
74 H 6.7115 -1.1747 -0.9821  N69 1.004
75 H 3.7550 -1.1916 -1.5246  C70 1.082
76 H 4.7678 -2.6166 -1.7632  C70 1.093
77 H 5.1316 -1.1814 -2.6142  C70 1.093
78 C 3.7132 -0.2441 7.3374  C79 1.521, H83 1.092, H84 1.088, H85 1.088
79 C 4.3990 0.4586 6.1763  C78 1.521, O80 1.218, N81 1.359
80 O 5.4945 0.9725 6.3131  C79 1.218
81 N 3.7117 0.4610 5.0039  C79 1.359, C82 1.457, H86 1.005
82 C 4.2260 1.2683 3.9053  N81 1.457, H87 1.091, H88 1.088, H89 1.088
83 H 3.4255 0.5380 8.0432  C78 1.092
84 H 4.4521 -0.8586 7.8478  C78 1.088
85 H 2.8222 -0.7986 7.0489  C78 1.088
86 H 2.8741 -0.0761 4.8607  N81 1.005
87 H 3.9878 2.3199 4.0693  C82 1.091
88 H 3.7917 0.9149 2.9722  C82 1.088
89 H 5.3052 1.1661 3.8096  C82 1.088
90 N -1.4084 -1.1710 -0.5159  C91 1.336, C95 1.334
91 C -0.4185 -0.6646 -1.2561  N90 1.336, C92 1.391, H96 1.084
92 C 0.8352 -0.3605 -0.7350  C91 1.391, C93 1.392, H97 1.083
93 C 0.9916 -0.4407 0.6462  C92 1.392, C94 1.380, H98 1.085
94 C -0.0534 -0.8747 1.4354  C93 1.380, C95 1.391, H99 1.083
95 C -1.2077 -1.3140 0.7953  N90 1.334, C94 1.391, H100 1.084
96 H -0.6320 -0.5417 -2.3117  C91 1.084
97 H 1.6832 -0.1115 -1.3608  C92 1.083
98 H 1.9309 -0.2562 1.1565  C93 1.085
99 H -0.0152 -0.9487 2.5153  C94 1.083
100 H -2.0504 -1.6982 1.3579  C95 1.084
101 N 4.4591 -4.6183 4.4300  C102 1.339, C106 1.333
102 C 4.0010 -3.3628 4.5179  N101 1.339, C103 1.387, H107 1.084
103 C 3.7712 -2.5597 3.4102  C102 1.387, C104 1.390, H108 1.078
104 C 3.9496 -3.0935 2.1395  C103 1.390, C105 1.384, H109 1.085
105 C 4.5160 -4.3522 2.0358  C104 1.384, C106 1.391, H110 1.082
106 C 4.6659 -5.0947 3.2024  N101 1.333, C105 1.391, H111 1.084
107 H 3.9114 -2.9513 5.5172  C102 1.084
108 H 3.4584 -1.5342 3.5247  C103 1.078
109 H 3.7618 -2.3975 1.3286  C104 1.085
110 H 4.6386 -4.7850 1.0513  C105 1.082
111 H 4.9965 -6.1262 3.1596  C106 1.084
112 N -0.4283 1.6790 -5.7294  C113 1.345, C117 1.339
113 C -0.1463 2.0244 -6.9984  N112 1.345, C114 1.385, H118 1.083
114 C -1.0195 1.8176 -8.0530  C113 1.385, C115 1.382, H119 1.080
115 C -2.2992 1.3961 -7.7467  C114 1.382, C116 1.374, H120 1.085
116 C -2.6372 1.0631 -6.4572  C115 1.374, C117 1.393, H121 1.081
117 C -1.6389 1.1593 -5.4904  N112 1.339, C116 1.393, H122 1.086
118 H 0.8340 2.4412 -7.1943  C113 1.083
119 H -0.7237 2.0205 -9.0722  C114 1.080
120 H -3.1079 1.4317 -8.4690  C115 1.085
121 H -3.6505 0.8713 -6.1318  C116 1.081
122 H -1.8373 0.8782 -4.4606  C117 1.086
123 N -2.8632 3.1267 3.6384  C124 1.326, C128 1.339
124 C -2.1413 2.9592 2.5389  N123 1.326, C125 1.396, H129 1.083
125 C -2.3812 1.9180 1.6400  C124 1.396, C126 1.372, H130 1.082
126 C -3.4085 1.0463 1.9006  C125 1.372, C127 1.396, H131 1.084
127 C -4.1842 1.2382 3.0447  C126 1.396, C128 1.380, H132 1.082
128 C -3.8864 2.2976 3.8775  N123 1.339, C127 1.380, H133 1.083
129 H -1.4147 3.7310 2.3162  C124 1.083
130 H -1.8047 1.8486 0.7267  C125 1.082
131 H -3.6039 0.2517 1.1891  C126 1.084
132 H -4.9680 0.5197 3.2467  C127 1.082
133 H -4.4707 2.5277 4.7600  C128 1.083
134 N 0.9039 -0.8576 5.1048  C135 1.340, C139 1.327
135 C 0.5313 -2.1435 5.1642  N134 1.340, C136 1.385, H140 1.083
136 C -0.7700 -2.5252 5.4434  C135 1.385, C137 1.386, H141 1.079
137 C -1.6932 -1.5100 5.6402  C136 1.386, C138 1.379, H142 1.086
138 C -1.3592 -0.1786 5.5033  C137 1.379, C139 1.381, H143 1.080
139 C -0.0312 0.0762 5.2205  N134 1.327, C138 1.381, H144 1.084
140 H 1.3070 -2.8691 4.9546  C135 1.083
141 H -1.0903 -3.5542 5.5048  C136 1.079
142 H -2.6589 -1.8744 5.9766  C137 1.086
143 H -2.0923 0.6074 5.6101  C138 1.080
144 H 0.2682 1.1073 5.0738  C139 1.084
145 N 1.8424 4.6092 3.6590  C146 1.331, C150 1.324
146 C 1.2129 3.4428 3.7853  N145 1.331, C147 1.383, H151 1.083
147 C 1.3119 2.4583 2.8193  C146 1.383, C148 1.391, H152 1.083
148 C 2.0659 2.7221 1.6802  C147 1.391, C149 1.379, H153 1.082
149 C 2.6927 3.9438 1.5486  C148 1.379, C150 1.401, H154 1.084
150 C 2.5525 4.8853 2.5764  N145 1.324, C149 1.401, H155 1.081
151 H 0.6001 3.3195 4.6697  C146 1.083
152 H 0.8644 1.4801 2.9435  C147 1.083
153 H 2.1670 1.9387 0.9407  C148 1.082
154 H 3.2641 4.0918 0.6393  C149 1.084
155 H 3.0695 5.8308 2.4866  C150 1.081

Its total charge is 0. As for the spin multiplicity: 1. For the gap between HOMO and LUMO, the calculation gives 9.49 eV. As for the HOMO energy: -9.0 eV. The total energy comes out at -85685.3519 eV.